(1)
This record from the Open Molecules 2025 dataset describes 40 unconnected molecules or ions with the total composition H80O40 in a non-equilibrium geometry. The level of theory is wB97M-V/def2-TZVPD.

Geometry as XYZ:
```
120
Properties=species:S:1:pos:R:3:forces:R:3:mulliken_charge:R:1
H -1.640535 -2.302725 5.724565 2.9 -1.5 0.4 0.3048
H -2.146057 -0.865131 5.767425 0.8 1.3 0.3 0.2625
O -2.367715 -1.763385 5.651754 -3.6 0.1 -0.6 -0.5866
H 1.746075 -5.170936 0.266085 -0.3 -0.4 -0.3 0.2533
H 1.052123 -4.160371 -0.551279 -0.5 0.5 -0.5 0.0910
O 0.903221 -5.040275 -0.200633 0.6 -0.2 0.9 -0.4846
H -3.280982 -4.931093 3.623731 0.2 -0.2 -0.6 0.3298
H -3.623730 -3.851963 4.529527 -0.8 1.0 1.1 0.2232
O -3.195382 -3.983576 3.700103 -1.4 1.2 0.9 -0.4939
H 4.641193 0.946455 -2.025540 0.0 0.2 1.9 0.3257
H 4.439624 1.297740 -3.403790 -0.2 0.4 -1.4 0.2572
O 4.790974 0.585887 -2.875783 0.6 -0.4 -0.4 -0.6449
H 1.740565 4.984579 -3.695103 0.6 -0.1 -0.9 0.2461
H 0.197105 4.720442 -3.629131 -1.5 -0.5 -1.8 0.2606
O 0.958375 4.952505 -3.169783 0.8 1.5 2.3 -0.5919
H -2.242296 -1.919629 -2.434895 0.1 -1.6 1.7 0.3257
O -2.259225 -2.893643 -2.244716 -0.7 -0.2 -1.7 -0.5554
H -1.148714 -5.051208 3.532037 -0.1 0.2 -0.1 0.4177
O -1.796269 -5.445458 2.944253 2.2 -2.2 -2.8 -0.7128
H 1.212833 6.377402 1.848995 -2.3 -1.5 -0.9 0.2705
H -0.190512 5.521084 1.306639 -1.2 0.5 1.1 0.3290
O 0.730233 5.700458 1.274149 3.4 0.9 0.1 -0.5890
H 0.020272 -3.082918 0.986069 -1.1 0.3 -1.4 0.3734
H -1.071409 -2.697021 -0.122617 0.4 1.0 -2.0 -0.1199
O -0.922301 -3.071891 0.705608 -1.3 -3.1 3.7 -0.5619
H 2.661556 1.321205 -4.495769 0.2 -0.6 -0.3 0.3060
H 3.712881 1.303034 -5.671121 -0.9 0.5 1.4 0.2701
O 3.362954 1.837710 -4.907834 0.6 -0.1 -1.2 -0.7018
H 1.365913 -5.154622 3.148311 1.0 -0.5 0.5 0.3280
H 0.194437 -4.661190 2.532478 0.7 1.1 0.1 0.0855
O 0.956221 -4.300773 3.051588 -1.3 -0.6 -0.8 -0.5593
H -5.318708 2.258154 -1.300430 -1.0 -1.2 0.1 0.3181
O -6.218676 2.151253 -0.932920 -0.6 0.6 0.1 -0.6305
H -3.833736 -1.507693 2.144900 0.7 -0.2 0.1 0.4019
H -4.832769 -0.318129 2.201386 0.3 -1.3 -0.4 0.3320
O -4.654657 -1.186299 1.754335 -0.7 1.3 1.1 -0.7298
H -1.324021 -2.164944 2.128311 -0.6 0.4 -0.6 0.6483
H -2.013485 -2.179574 3.441166 -0.6 -0.3 0.8 0.0852
O -1.879177 -1.594948 2.701860 0.6 0.3 -0.2 -0.4658
H 2.477103 3.198941 0.318862 -0.2 0.1 1.3 0.3426
H 1.919315 1.967417 0.931544 -0.3 -0.7 0.4 0.2306
O 2.324874 2.788339 1.214599 -0.5 1.4 -1.5 -0.7651
H 2.920676 -4.275077 -1.496829 -0.3 0.6 0.0 0.3225
H 3.857674 -5.290215 -2.108117 -0.4 0.2 1.2 0.2658
O 3.457896 -5.021528 -1.242582 1.2 -0.8 -1.4 -0.6250
H 1.380637 -1.270608 0.931013 0.5 -0.2 0.0 -0.1703
H 0.275633 -0.980128 -0.029450 -0.3 0.2 0.0 0.1301
O 0.808122 -1.719038 0.293776 2.3 1.5 -0.3 0.1679
H -1.472176 0.018247 -2.968303 1.0 0.2 -0.4 0.1064
H 0.060534 -0.298516 -2.464954 -2.6 0.2 -0.5 0.1123
O -0.910267 -0.638794 -2.559827 2.5 0.3 0.8 -0.1003
H 1.412079 -1.908104 6.506536 -0.1 -0.3 0.7 0.3075
O 1.106020 -1.042109 6.231434 -0.1 -0.3 0.2 -0.5866
H 4.658962 -4.150484 0.169094 -0.1 -1.6 -2.0 0.2926
H 4.430746 -4.048845 1.656285 0.4 0.8 -1.4 0.2602
O 4.608222 -3.510437 0.834700 -0.2 0.3 3.3 -0.5022
H 3.598310 -2.411583 2.610672 0.0 1.0 -0.5 0.1974
O 3.568038 -1.560207 2.127159 -1.2 -1.2 -0.1 -0.3879
H -0.781156 -5.305308 -2.794820 -0.5 -0.4 -0.6 0.3173
H -1.015612 -5.920250 -1.560501 -0.3 -0.8 0.1 0.3222
O -1.219825 -6.125832 -2.489858 0.8 1.3 0.6 -0.6872
H 3.857347 2.395217 1.443455 1.2 -1.1 -0.2 0.3800
H 5.332982 1.536300 1.309287 0.8 0.6 0.6 0.1878
O 4.425048 1.644111 1.085539 -1.0 -0.3 -0.6 -0.4872
H 0.584691 3.283191 -2.076968 2.3 -0.2 -0.4 0.1264
H 1.186425 2.412409 -1.095455 0.3 -0.7 0.5 -0.0979
O 1.508085 2.946020 -1.828681 -2.4 -0.1 1.0 0.0470
H -4.126480 4.468495 1.671496 -0.1 0.7 -0.4 0.3609
H -5.016062 3.714371 0.609753 -0.2 0.4 0.3 0.2515
O -4.479382 3.622602 1.411163 -0.2 -1.1 -0.1 -0.6304
H -3.084759 3.917746 3.023202 -0.3 0.4 0.1 0.3547
H -1.732909 4.366520 3.221181 1.5 0.0 0.3 0.2768
O -2.585467 4.748969 3.101317 -1.0 -0.5 -0.1 -0.6263
H 0.936278 1.279222 3.937720 -0.3 -0.3 0.1 0.2632
H 0.192888 -0.059911 3.817401 -0.4 -0.1 0.0 0.1375
O 0.786581 0.526566 3.346929 0.4 0.2 -0.3 -0.4039
H 1.215148 0.035730 -5.855410 0.4 -0.8 -0.3 0.2888
H 2.112700 -1.227341 -6.248695 -0.4 0.5 0.1 0.2508
O 1.968991 -0.523417 -5.596481 -0.1 0.0 -0.1 -0.5269
H -2.851937 0.582988 -3.151942 -1.0 2.1 1.1 0.2126
H -3.775663 0.485745 -4.536551 0.0 0.9 0.8 0.2722
O -3.159007 0.125315 -3.899111 0.1 -2.5 -1.7 -0.5923
H 2.927552 3.334986 -2.925046 1.1 0.5 0.3 0.1610
H 4.414406 3.389491 -2.449410 0.7 -0.6 0.8 0.3054
O 3.786516 3.810017 -3.004532 -1.4 0.6 -0.9 -0.6306
H 1.593589 2.655825 6.140088 -1.1 0.2 -1.5 0.3206
H 1.623920 2.883196 4.604682 0.2 0.4 0.0 0.3165
O 1.005541 2.771788 5.333361 1.1 -0.4 1.3 -0.6489
H 0.271953 1.740434 -3.951128 -0.3 0.3 -0.1 0.2082
O -0.319128 2.456619 -3.674209 -0.4 -0.1 0.3 -0.5444
H -4.865372 -0.657297 0.281869 -0.1 -0.1 0.6 0.4222
H -4.683295 -0.932027 -1.126467 0.5 -1.4 -1.7 0.2261
O -4.963866 -0.230912 -0.584858 -0.4 1.1 0.3 -0.5297
H 1.471253 -1.054625 5.354699 0.2 0.6 -1.0 0.2814
H -2.323230 -3.406775 -1.434141 -0.3 1.3 0.2 0.2860
H 4.074447 -0.936707 2.610737 0.7 0.9 0.8 0.1730
H -1.534273 -5.284602 1.989953 -0.4 -0.1 1.6 0.3351
H -6.604801 1.239856 -0.949008 1.7 1.0 -0.2 0.3085
H -0.840420 2.800652 -4.402077 0.1 -0.5 -0.4 0.2439
O -1.138725 5.854485 -0.860056 0.1 -0.2 0.2 -0.5907
H -0.938002 6.543366 -0.204117 0.0 -0.3 -0.5 0.2393
H -0.283279 5.423197 -1.030887 -0.2 0.5 0.0 0.3849
O -0.059386 0.892510 0.405028 -1.4 1.2 -1.6 0.3251
H 0.055298 0.781612 1.324783 0.6 -0.5 2.3 0.0958
H -0.958761 1.324632 0.408309 0.7 -0.4 -0.7 0.0284
O -2.848566 1.688065 -0.292603 -0.3 0.7 0.3 -0.4309
H -3.526971 2.368828 -0.056292 0.9 -0.7 0.2 0.1280
H -3.217988 0.880891 0.096983 -0.2 0.0 -0.4 0.2127
O 0.315663 -3.262213 -2.415746 1.5 -1.0 -0.7 -0.2304
H 0.640561 -3.510821 -3.303508 -0.2 0.2 0.6 0.1919
H 0.229119 -2.313857 -2.456176 -0.6 0.4 -0.1 0.1072
O 1.785420 0.317840 -2.776025 -0.8 -0.2 -0.3 0.0290
H 1.931755 -0.515829 -2.290100 1.1 0.8 0.0 0.0987
H 2.196099 1.108702 -2.385176 -0.2 -0.8 0.5 0.0591
O -4.234456 5.014226 -0.997798 -0.2 -0.3 1.1 -0.5908
H -4.219346 4.979611 -1.935514 -0.1 0.1 -1.3 0.2792
H -3.405264 4.603990 -0.737412 0.4 0.3 0.1 0.2871
O 4.160821 -1.712249 -1.302822 0.9 0.8 -0.6 -0.5421
H 4.916404 -1.191365 -1.661443 -0.9 -0.7 -0.3 0.2586
H 4.077313 -1.290779 -0.447457 -0.3 -0.4 0.8 0.2124
```
Positions in Å, forces in eV/Å.

**Lowest unoccupied orbital energy**: -0.4 eV
**2S+1**: 1
**Kohn-Sham gap**: 9.65 eV
**Energy relative to the best compared isomer or geometry (same formula, charge and spin)**: 236.4 kcal/mol
**HOMO level**: -0.3695 Eh

---

(2)
This record from the Open Molecules 2025 dataset describes 40 unconnected molecules or ions with the total composition H80O40 in a non-equilibrium geometry. The level of theory is wB97M-V/def2-TZVPD.

Geometry as XYZ:
```
120
Properties=species:S:1:pos:R:3:forces:R:3:mulliken_charge:R:1
H 3.663553 1.753088 5.027727 0.4 0.0 0.4 0.2323
H 3.120913 0.482856 5.699025 0.3 -1.5 2.8 0.2240
O 3.091049 0.993402 4.945789 -0.2 1.3 -2.9 -0.4582
H 1.391498 -0.354241 -6.559518 0.3 0.3 0.9 0.2928
H 2.223355 -1.452356 -5.664747 -0.1 0.9 0.6 0.2733
O 1.707199 -1.242911 -6.431394 -0.4 -1.3 -1.7 -0.5682
H -1.911487 -3.035784 3.322825 0.4 -0.5 0.0 0.3284
H -1.237481 -3.159172 1.864699 0.6 0.2 0.7 0.2090
O -2.037582 -3.264438 2.396219 0.2 0.3 -1.1 -0.8206
H -4.558132 4.323484 -0.492711 -0.6 0.0 0.4 0.2879
H -3.471539 4.246446 -1.503889 0.0 -0.3 0.0 0.2513
O -4.069817 3.675655 -0.997226 1.0 0.4 -1.0 -0.5521
H -0.785043 2.997505 -1.531046 0.2 0.1 -0.3 0.0331
H -1.438310 2.133128 -0.495606 0.4 -0.1 0.2 -0.0023
O -0.666096 2.156109 -1.085673 -1.4 -0.1 0.1 -0.1411
H 2.276024 3.462649 1.315957 0.6 0.1 -0.2 0.4646
O 2.217859 4.313176 0.865655 -1.0 0.0 -0.2 -0.6221
H -5.362376 1.715629 1.069220 0.0 0.5 0.1 0.3169
O -5.269202 2.686466 1.036196 0.8 -0.4 -0.2 -0.7121
H -2.601987 -3.977354 -0.685530 0.0 -0.1 -0.4 0.2895
H -2.174786 -4.008450 0.726739 -0.1 -0.8 -0.1 0.3392
O -2.063924 -4.514873 -0.095588 -0.3 0.6 0.1 -0.5641
H 1.334686 1.268141 4.579408 -0.4 -0.4 0.7 0.2523
H -0.007508 0.900396 5.422329 0.5 -0.6 -0.2 0.2817
O 0.437031 1.521868 4.839822 -0.6 0.9 -0.3 -0.6051
H 1.528802 1.812578 1.620146 0.6 -0.3 0.0 0.0376
H 0.268338 0.962165 1.550038 -0.5 -0.2 0.1 -0.0074
O 0.580274 1.867651 1.584982 -0.8 0.4 0.5 0.0035
H -0.296176 4.804794 -3.303637 0.5 1.2 0.1 0.2943
H -1.289558 4.390596 -4.123938 -0.5 0.6 -0.7 0.3319
O -0.869416 5.254111 -3.951242 0.0 -1.6 0.7 -0.6274
H 5.578489 -1.561507 -0.756939 0.2 0.0 0.2 0.3263
O 5.718662 -2.395971 -0.274705 0.6 0.9 0.0 -0.6710
H -2.955959 -3.202439 -3.014740 -1.2 -1.1 -1.1 0.2366
H -2.110733 -3.183610 -4.073043 0.2 -0.7 -1.4 0.3621
O -2.971662 -3.619368 -3.935997 1.1 2.0 2.6 -0.6298
H 3.307666 -1.501110 0.502745 -0.2 0.3 0.2 -0.2978
H 3.108562 -0.154096 -0.105031 -0.3 -0.2 -0.1 -0.0570
O 3.021686 -1.096756 -0.316454 0.0 0.0 -0.4 0.5687
H -0.202894 -1.822944 -2.064700 0.1 0.1 0.0 0.1894
H 1.341805 -1.909183 -1.801510 -0.3 0.0 0.0 0.1520
O 0.624051 -2.205858 -2.382033 0.2 -0.2 -0.1 -0.3917
H -3.557582 2.971282 -5.058358 0.3 0.2 0.9 0.2957
H -3.771257 1.678349 -5.573528 0.1 -1.0 0.0 0.2680
O -3.382436 2.056608 -4.775822 -0.3 1.0 -1.3 -0.5552
H -2.458774 -1.218846 5.416935 0.0 0.1 0.1 0.2636
H -2.184976 -0.364747 4.199388 0.0 0.1 0.1 0.3526
O -1.984491 -0.423371 5.146132 0.1 -0.3 -0.1 -0.5976
H -2.259108 0.377894 0.839867 -0.3 0.3 0.4 -0.4536
H -1.343983 -0.814916 0.607712 -0.3 0.2 -0.1 -0.0043
O -1.452312 -0.029731 1.160874 0.7 -0.7 -0.2 0.8628
H -1.870682 0.138120 -1.756080 -0.2 -1.2 -0.2 0.0725
O -2.141361 -0.816715 -1.775123 -0.1 0.7 -0.1 -0.0372
H -2.625764 1.849139 5.871696 0.2 -0.2 -0.2 0.2896
H -1.417995 2.479873 5.106070 0.2 -0.1 0.2 0.3419
O -2.378474 2.472889 5.182587 -0.2 0.5 -0.3 -0.6803
H -3.828709 -0.324556 2.565585 0.6 0.2 -0.5 0.2746
O -3.912561 -1.263391 2.713814 -0.8 -1.3 1.8 -0.6766
H 0.264239 -2.106053 0.584606 0.1 0.0 -0.3 -0.0462
H 1.545158 -2.581681 1.187787 -0.2 0.0 0.0 0.3480
O 0.742412 -2.921932 0.764468 0.0 0.2 0.5 -0.4143
H 1.989210 1.424440 -1.532539 -0.7 -0.6 0.1 0.1195
H 0.771358 1.645202 -0.496025 1.6 0.3 -0.4 0.1785
O 1.782872 1.565245 -0.600003 -0.1 -0.1 -0.4 -0.0140
H 4.214069 3.377825 -1.126775 0.7 0.4 -0.8 0.3352
H 3.083703 2.605931 -1.366907 -0.2 0.0 -0.6 0.3904
O 3.898297 2.835336 -1.872265 -0.7 0.5 1.6 -0.7360
H -3.701410 0.636649 -3.432011 -0.4 0.6 0.7 0.3072
H -4.380429 1.559947 -2.383718 0.0 -0.1 0.1 0.1867
O -4.042066 0.663432 -2.514084 -0.4 -0.1 -0.8 -0.6163
H 0.588427 2.810610 -4.185582 0.0 0.1 -0.7 0.3487
H -0.738882 2.546792 -4.975826 0.4 -0.2 -0.1 0.2122
O -0.306730 2.480289 -4.118150 -0.8 0.2 0.7 -0.5544
H 3.503419 -2.601864 -4.451413 -0.3 0.0 0.4 0.3067
H 4.462446 -3.119471 -3.348263 -0.2 0.1 0.9 0.3240
O 4.321415 -3.061463 -4.281311 0.5 -0.2 -1.2 -0.6136
H -0.026141 6.050964 1.822915 0.5 -0.4 0.1 0.2662
H 0.425979 4.892887 0.810077 0.8 0.0 0.6 0.3853
O -0.222431 5.556218 1.028944 -1.7 0.6 -0.7 -0.6645
H -3.977675 -3.198992 4.247657 0.6 0.1 0.7 0.3268
H -3.893605 -4.401894 3.537380 0.8 -0.8 0.0 0.3418
O -3.394721 -3.987772 4.258733 -1.9 0.7 0.2 -0.6576
H 5.070865 -1.803871 2.851298 0.4 0.2 0.1 0.4432
H 5.618759 -0.851888 1.824239 0.1 0.1 0.2 0.2919
O 5.297522 -0.863338 2.739156 0.8 -0.2 0.0 -0.6990
H 2.042309 -4.476935 -0.496982 0.2 -0.1 -0.2 0.3245
H 2.764747 -4.405530 0.796117 0.1 -0.3 0.0 0.3176
O 2.911261 -4.683917 -0.118376 -0.2 0.4 0.3 -0.6392
H -5.251146 -1.715412 -2.109676 -0.2 -0.4 0.1 0.2861
O -4.912961 -2.147834 -1.315273 0.3 0.1 0.1 -0.5375
H -3.747156 -0.371365 -0.090164 0.0 0.3 0.2 0.0771
H -5.147136 -0.694278 0.125043 0.8 0.9 1.0 0.2515
O -4.448800 -0.100906 0.528679 -1.0 -0.7 -1.9 -0.2829
H -3.046368 -0.750975 -2.178934 1.2 -0.1 0.8 0.0996
H 3.079236 4.657567 0.678504 0.7 0.1 0.2 0.2291
H -3.147810 -1.836006 2.560058 0.2 0.8 -0.7 0.4498
H -4.337844 2.756378 0.716059 -1.2 -0.2 0.4 0.3881
H 4.877210 -2.807501 -0.387444 -0.9 -0.9 -0.6 0.3370
H -5.319490 -3.012482 -1.192507 -0.2 0.2 -0.4 0.2537
O -0.568839 -5.809369 -3.469939 0.1 0.2 0.1 -0.6316
H 0.094554 -5.107892 -3.454833 -0.1 -0.1 0.0 0.3128
H -1.156110 -5.589825 -2.737507 0.0 0.0 0.0 0.3241
O 3.136725 2.172483 2.480485 -0.1 1.5 -2.0 -0.6764
H 3.757115 1.455737 2.543434 0.3 -0.7 0.9 0.2934
H 2.726110 2.537982 3.247965 0.2 -0.2 1.1 0.2782
O -2.889950 1.858974 2.435122 0.7 1.6 1.7 -0.2583
H -2.495206 1.883275 3.342424 0.2 -1.7 -0.1 0.0243
H -2.987937 2.816283 2.616742 -0.9 0.1 -1.5 0.2724
O 1.746145 0.740721 -4.313778 0.1 -0.5 -0.3 -0.4786
H 2.483304 0.956727 -4.892386 0.3 0.2 0.3 0.3167
H 1.702387 1.391385 -3.615115 0.2 0.0 0.0 0.1131
O 5.359395 0.802715 -0.850331 0.1 -0.4 0.6 -0.5740
H 6.131738 1.286837 -1.156456 -0.1 0.0 -0.1 0.2429
H 4.629970 1.446462 -0.875479 0.5 -0.3 -0.5 0.3143
O 2.863050 -0.417818 2.392919 -1.1 -0.2 -1.5 -0.2321
H 3.267732 -0.966276 3.042017 0.5 -0.2 0.9 0.2680
H 2.262999 0.192556 2.807669 -0.4 0.0 0.5 -0.1203
O 4.249451 -3.222213 2.171040 -0.4 -0.5 -0.9 -0.6895
H 4.633660 -4.067859 1.888953 0.1 0.1 0.4 0.3668
H 4.222221 -2.750592 1.315187 0.4 -0.2 0.7 0.0162
```
Positions in Å, forces in eV/Å.

**Lowest unoccupied orbital energy**: -0.7 eV
**2S+1**: 1
**Kohn-Sham gap**: 9.59 eV
**Energy relative to the best compared isomer or geometry (same formula, charge and spin)**: 204.0 kcal/mol
**HOMO level**: -0.3778 Eh